The following is a quantum chemistry calculation of a molecular structure, C16H29MoN2OPSSi in a non-equilibrium geometry, from the OMol25 dataset.

Values from the calculation:
- HOMO energy (alpha / beta) (Eh) = -0.216 / -0.229
- molar mass (g/mol) = 452.5
- spin multiplicity = 3
- energy above the lowest of the compared OMol25 structures with the same formula, charge and spin (kJ/mol) = 130.0
- E_tot (Ha) = -1908.83868
- expectation value of S² = 2.02
- charge = 0

Each line ends with the Löwdin spin population.
Geometry (Å):
Mo  -0.44  -0.60  -0.23  1.380
Si  -0.02  -2.46  -1.66  0.106
P  0.93  1.07  -1.65  0.047
N  -2.11  -0.28  -0.49  0.043
H  2.15  0.67  -0.73  0.004
C  0.95  2.93  -1.51  0.010
H  1.22  3.42  -2.46  0.001
H  1.67  3.24  -0.74  0.000
H  -0.04  3.29  -1.19  0.001
C  2.20  0.63  -2.99  0.008
H  2.39  1.50  -3.65  0.001
H  1.86  -0.26  -3.54  0.000
H  3.13  0.36  -2.46  0.000
C  -0.61  1.01  -2.76  0.006
H  -0.45  1.57  -3.69  0.001
H  -1.48  1.45  -2.26  0.001
H  -0.89  -0.01  -3.04  0.003
C  1.66  -3.28  -1.73  0.016
H  2.02  -3.51  -0.72  0.000
H  2.38  -2.61  -2.21  0.000
H  1.58  -4.20  -2.31  0.002
H  -0.96  -3.56  -1.29  0.016
H  -0.27  -2.16  -3.11  0.010
C  -3.44  -0.20  -0.64  0.009
C  -5.52  0.86  -0.08  0.000
C  -4.14  0.82  0.02  0.011
C  -4.11  -1.13  -1.45  0.008
C  -5.49  -1.07  -1.53  0.000
C  -6.21  -0.09  -0.84  0.009
H  -6.07  1.65  0.45  0.000
H  -3.55  1.54  0.60  0.003
H  -3.52  -1.89  -1.97  0.000
H  -6.03  -1.80  -2.14  0.000
H  -7.31  -0.05  -0.91  0.001
C  3.25  -0.24  0.62  0.003
O  2.58  -1.25  0.23  0.005
C  2.77  0.71  1.69  0.007
H  3.49  1.52  1.86  0.000
H  2.60  0.18  2.63  0.000
H  1.83  1.18  1.40  0.007
C  4.73  -0.15  0.40  0.001
H  5.09  0.89  0.42  0.000
H  5.07  -0.61  -0.52  0.000
H  5.28  -0.65  1.21  0.000
S  -0.96  -1.09  4.15  0.063
C  0.29  -2.26  3.64  -0.015
C  0.63  -2.10  2.34  0.026
N  -0.07  -1.06  1.69  0.040
C  -0.91  -0.40  2.56  0.155
H  0.69  -3.01  4.34  -0.001
H  1.35  -2.64  1.75  0.002
H  -1.54  0.45  2.26  0.010

=====

The following is a quantum chemistry calculation of a molecular structure, C16H29N2Pr in a non-equilibrium geometry, from the OMol25 dataset.

Values from the calculation:
- HOMO energy (alpha / beta) (Eh) = -0.571 / -0.571
- molar mass (g/mol) = 390.3
- spin multiplicity = 3
- E_tot (Ha) = -1252.98633
- expectation value of S² = 2.01
- charge = +2

Each line ends with the Löwdin spin population.
Geometry (Å):
C  1.78  3.14  0.24  0.000
H  2.10  4.17  0.08  0.000
H  2.50  2.46  -0.25  0.000
H  1.78  2.91  1.30  0.000
C  0.38  2.90  -0.35  0.000
H  0.35  1.90  -0.80  0.000
H  -0.40  2.87  0.42  0.000
C  0.13  4.02  -1.35  0.000
H  -0.91  4.21  -1.57  0.000
H  0.56  4.96  -0.98  0.000
H  0.64  3.82  -2.29  0.000
C  -1.00  -2.55  -1.53  -0.010
C  -1.41  -1.48  -2.42  -0.015
C  -0.34  -0.54  -2.49  -0.006
C  0.71  -1.01  -1.67  -0.009
C  0.31  -2.24  -1.07  -0.005
C  1.12  -3.04  -0.11  0.000
C  2.11  -0.52  -1.77  -0.001
C  -0.27  0.66  -3.37  0.000
C  -2.82  -1.09  -2.69  -0.003
C  -1.96  -3.34  -0.72  -0.002
Pr  -1.43  -0.67  -0.09  2.056
H  2.75  -0.88  -0.95  0.000
H  2.55  -0.89  -2.71  -0.001
H  2.20  0.58  -1.79  0.000
H  2.13  -2.63  -0.03  0.000
H  0.69  -3.06  0.90  0.000
H  1.21  -4.08  -0.45  0.000
H  -2.88  -2.77  -0.47  0.000
H  -2.31  -4.25  -1.23  -0.001
H  -1.49  -3.67  0.23  0.000
H  -2.85  -0.24  -3.38  0.000
H  -3.43  -1.90  -3.11  0.000
H  -3.35  -0.76  -1.75  -0.001
H  0.36  1.45  -2.96  0.000
H  0.16  0.37  -4.35  0.000
H  -1.26  1.08  -3.57  0.000
C  0.86  1.02  5.07  0.000
N  0.46  -0.09  4.18  0.000
C  -0.56  -1.00  4.73  0.000
C  0.40  0.08  2.87  0.001
N  0.02  -0.11  1.77  -0.004
H  0.60  0.70  6.08  0.000
H  0.32  1.95  4.84  0.000
H  1.93  1.24  4.99  0.000
H  -1.56  -0.74  4.37  0.000
H  -0.34  -2.02  4.42  0.000
H  -0.55  -0.92  5.81  0.000

=====

The following is a quantum chemistry calculation of 6 unconnected molecules or ions with the total composition C16H29N3O4S in a non-equilibrium geometry, from the OMol25 dataset.

Values from the calculation:
- HOMO energy (Eh) = -0.354
- molar mass (g/mol) = 359.5
- SMILES string = O=S1(=O)CCCC1.CC(C)=O.CC(C)=O.CC#N.CC#N.CC#N
- energy above the lowest of the compared OMol25 structures with the same formula, charge and spin (kJ/mol) = 298.7
- E_tot (Ha) = -1490.43209
- charge = 0

Each line ends with the Mulliken charge.
Geometry (Å):
O  1.60  -0.12  0.40  -0.513
S  2.59  0.62  1.16  1.114
O  2.98  0.15  2.46  -0.685
C  4.03  0.92  0.13  -0.510
C  3.92  2.32  -0.40  -0.574
C  3.29  3.15  0.75  -0.791
C  2.10  2.35  1.23  -0.397
H  4.26  0.06  -0.49  -0.037
H  4.84  0.89  0.88  0.404
H  4.87  2.73  -0.73  0.404
H  3.25  2.37  -1.27  0.220
H  2.99  4.11  0.34  0.384
H  4.03  3.33  1.53  0.311
H  1.26  2.47  0.55  0.423
H  1.77  2.56  2.25  0.127
C  1.09  1.54  5.04  -1.296
C  0.21  1.05  3.93  0.923
C  -0.01  -0.43  3.77  -0.768
O  -0.36  1.83  3.20  -0.574
H  1.32  2.59  4.89  0.357
H  2.00  0.94  5.09  0.296
H  0.54  1.42  5.98  0.419
H  0.47  -1.05  4.52  0.326
H  0.31  -0.72  2.77  -0.054
H  -1.09  -0.62  3.78  0.388
C  3.41  -1.90  -2.05  -1.107
C  3.01  -0.73  -2.92  0.766
C  1.55  -0.39  -3.05  -0.432
O  3.85  -0.07  -3.50  -0.601
H  2.62  -2.01  -1.30  0.155
H  4.38  -1.76  -1.60  0.404
H  3.39  -2.82  -2.64  0.394
H  0.99  -0.72  -2.18  -0.285
H  1.14  -0.88  -3.94  0.420
H  1.44  0.69  -3.15  0.334
C  -7.07  -0.52  -0.75  -0.555
C  -7.18  0.89  -0.44  0.267
N  -7.30  2.00  -0.20  -0.385
H  -6.43  -0.65  -1.62  0.071
H  -8.06  -0.91  -0.97  0.361
H  -6.60  -1.07  0.06  0.258
C  -1.32  -1.16  -0.29  -0.265
C  -2.78  -1.12  -0.33  0.267
N  -3.92  -1.10  -0.41  -0.397
H  -0.99  -2.18  -0.46  0.324
H  -0.94  -0.77  0.65  -0.004
H  -0.96  -0.50  -1.09  0.114
C  -4.53  -2.99  -3.22  -0.659
C  -3.22  -2.37  -3.34  0.404
N  -2.18  -1.88  -3.44  -0.387
H  -5.05  -2.59  -2.35  0.070
H  -4.39  -4.07  -3.09  0.277
H  -5.11  -2.85  -4.13  0.292

=====

The following is a quantum chemistry calculation of 2 unconnected molecules or ions with the total composition C16H29NO in a non-equilibrium geometry, from the OMol25 dataset.

Values from the calculation:
- HOMO energy (Eh) = -0.306
- molar mass (g/mol) = 251.4
- energy above the lowest of the compared OMol25 structures with the same formula, charge and spin (kJ/mol) = 1437.8
- E_tot (Ha) = -756.52376
- charge = 0

Each line ends with the Mulliken charge.
Geometry (Å):
C  -5.47  -0.81  -2.69  -1.316
C  -5.99  0.38  -1.91  -0.441
C  -5.47  0.21  -0.52  -0.752
C  -3.87  0.40  -0.30  -0.264
C  -3.20  -0.80  -0.20  -0.434
C  -1.64  -0.88  0.16  -0.121
C  -0.90  -0.50  -1.00  -0.743
C  0.64  -0.49  -1.13  -0.503
N  1.01  0.58  -0.20  -0.063
C  2.12  0.89  0.37  1.081
C  2.48  1.84  0.98  -0.610
C  3.81  2.37  1.46  -0.025
O  3.82  3.66  2.09  -0.671
C  4.80  1.33  1.30  -0.468
C  4.38  0.03  1.16  0.904
C  3.85  -0.44  2.79  -1.107
H  2.89  0.32  3.02  0.275
H  4.60  -0.29  3.50  0.478
H  3.44  -1.56  2.52  0.273
C  5.54  -1.02  1.00  -1.865
H  6.38  -0.81  1.57  0.475
H  6.03  -0.79  0.08  0.534
H  5.22  -2.10  0.88  0.286
C  3.27  -0.28  0.38  -0.997
H  2.91  -1.25  0.01  0.355
H  3.60  -0.10  -0.82  0.384
H  5.52  1.76  2.11  0.189
H  5.25  1.55  0.24  0.292
H  1.63  2.74  1.26  -0.033
H  0.21  1.33  -0.03  0.350
H  0.95  -1.55  -0.67  0.284
H  1.14  -0.31  -2.09  0.274
H  -1.17  -1.36  -1.99  0.197
H  -1.27  0.53  -1.56  0.091
H  -1.40  -0.16  0.88  0.284
H  -1.30  -2.13  0.36  0.225
H  -3.40  -1.59  -1.13  0.086
H  -3.66  -1.60  1.01  0.195
H  -3.38  0.83  -1.14  0.128
H  -3.45  0.83  0.69  0.258
H  -5.85  -0.62  0.17  0.400
H  -5.70  0.99  0.37  0.320
H  -5.41  1.37  -2.24  0.209
H  -6.92  0.56  -1.77  0.464
H  -5.74  -0.71  -3.78  0.332
H  -4.48  -0.73  -2.92  0.370
H  -5.81  -1.64  -2.26  0.425

=====

Q: Which formula does entry 1 have?
A: C16H29MoN2OPSSi